Entry 1:
The following is a DFT calculation (ωB97M-V with the def2-TZVPD basis set) of the molecule C8H21ClN2Si in a non-equilibrium geometry.

The geometry in XYZ format:
```
33
Properties=species:S:1:pos:R:3:lowdin_spin:R:1
Cl 1.5202 2.2221 0.2267 0.015
Si 0.7985 0.3080 -0.0459 0.345
N 1.7093 -0.8957 0.6842 0.083
N -0.9986 0.6853 0.9009 0.838
C 2.6477 -0.7142 1.7109 0.014
C 2.3396 0.2558 -2.5351 0.035
C 1.4557 -2.2862 0.5236 0.034
C -1.7835 -0.5425 1.2588 0.084
C 0.9403 0.1754 -2.0127 0.137
C -1.5876 1.9639 0.8387 0.105
C -2.5765 2.4322 -0.3660 0.085
C -2.5853 -1.1436 0.1123 0.073
H -2.0884 -1.6456 -0.7508 0.017
H -3.1563 -0.3663 -0.2494 0.001
H -3.2965 3.1893 -0.0033 0.004
H 2.7732 0.3438 2.1601 0.002
H 0.9851 -2.7358 1.4715 0.005
H -2.9116 1.4432 -0.7390 0.002
H -2.2705 2.0156 1.6683 0.027
H 0.5173 -0.7845 -2.2837 0.015
H 2.4485 -2.8847 0.2161 0.000
H 3.6239 -1.0833 1.5947 0.005
H 0.2544 0.8510 -2.4305 0.007
H -1.1585 -1.1628 1.8727 0.013
H 0.8221 -2.5724 -0.3726 0.016
H 2.2793 0.2581 -3.6015 0.010
H -2.6295 -0.1845 1.8406 0.005
H -3.3238 -1.8045 0.4675 0.006
H -1.9531 2.7968 -1.1689 0.005
H 2.2652 -1.1798 2.6021 0.002
H 2.9640 1.1430 -2.2082 0.001
H 2.7493 -0.7597 -2.2293 0.002
H -0.7738 2.6625 0.8473 0.007
```

HOMO (spin up / spin down) = -3.10 / -8.44 eV
DFT total energy = -32012.50775 eV
Gap between HOMO and LUMO (spin up / spin down) = 3.91 / 6.67 eV
LUMO energy (spin up / spin down) = 0.80 / -1.77 eV
⟨S²⟩ = 2.008
Max |F| = 4.14 eV/A
Spin multiplicity = 3

Entry 2:
The following is a DFT calculation (ωB97M-V with the def2-TZVPD basis set) of the ion C3H4N5O4 with charge +1 in a non-equilibrium geometry.

The geometry in XYZ format:
```
16
Properties=species:S:1:pos:R:3:lowdin_charge:R:1
O -2.3098 -0.4489 0.0587 0.085
O 0.6839 -3.0570 -1.3562 0.186
O -1.9966 -2.1972 -1.3321 0.146
O 1.7716 -1.3249 -1.8897 0.155
N 1.6269 0.4048 0.3901 0.180
N 0.6411 2.1969 1.1455 0.136
N -1.4637 -1.3164 -0.7036 -0.240
N -0.2921 1.3983 0.5917 0.137
N 0.8897 -1.9190 -1.4166 -0.363
C -0.1940 -0.9592 -0.7007 0.066
C 1.7996 1.5431 1.0094 -0.047
C 0.3132 0.3045 0.0853 -0.111
H -1.2744 1.3897 0.8258 0.176
H 0.2569 2.9379 1.7127 0.199
H -3.0892 -1.0153 0.1956 0.149
H 2.6368 2.0627 1.3839 0.147
```

HOMO (spin up / spin down) = -14.21 / -14.21 eV
DFT total energy = -18801.05320 eV
Total charge = +1
Gap between HOMO and LUMO (spin up / spin down) = 8.97 / 8.97 eV
LUMO energy (spin up / spin down) = -5.24 / -5.24 eV
Structure (SMILES) = O=[N+]([O-])/C(=C1\N=CNN1)[N+](=O)O
Max |F| = 3.95 eV/A

Entry 3:
The following is a DFT calculation (ωB97M-V with the def2-TZVPD basis set) of a cluster of 2 separate species, C12H16N2 in total in a non-equilibrium geometry.

The geometry in XYZ format:
```
30
Properties=species:S:1:pos:R:3:lowdin_charge:R:1
N 1.8229 0.2588 3.6423 0.051
N 2.0519 0.1565 1.4870 0.103
C 1.6705 1.5181 3.1374 -0.093
C 2.1128 -0.5344 2.5705 -0.209
C -1.8780 -0.8386 -1.1130 -0.124
C 1.6921 1.4797 1.8073 -0.333
C 1.2956 2.5141 0.9292 -0.233
C -1.4229 -1.7764 -3.5175 -0.063
C -0.8172 -2.4343 -2.3911 -0.064
C -2.5741 -1.0233 -3.3110 -0.105
C 0.3630 -1.9809 -0.2850 -0.054
C -2.7704 -0.5003 -2.0614 -0.109
C -0.9469 -1.8358 -1.1324 -0.289
C -0.1687 2.5095 0.5148 -0.100
H 2.4588 -1.5101 2.6212 0.102
H -0.7795 2.3411 1.3474 0.056
H 1.2209 2.2016 3.8252 0.118
H 0.9960 -1.1639 -0.8745 0.115
H 1.8610 2.5523 -0.0900 0.142
H -3.6173 0.1106 -1.8398 0.103
H -1.2027 -2.1055 -4.6013 0.123
H -0.3918 3.2660 -0.1307 0.035
H -3.1371 -0.6061 -4.0285 0.062
H -1.7111 -0.2151 -0.1068 0.139
H 0.3205 -1.3753 0.7220 0.072
H 1.4597 3.6176 1.3030 0.146
H 1.8000 -0.0068 4.6474 0.168
H 0.8325 -2.9571 -0.3569 0.061
H -0.1426 -3.2493 -2.5768 0.096
H -0.3978 1.5870 -0.1383 0.084
```

HOMO = -8.64 eV
DFT total energy = -15680.76832 eV
Gap between HOMO and LUMO = 9.46 eV
LUMO energy = 0.83 eV
Structure (SMILES) = CCc1c[nH]cn1.Cc1ccccc1
Max |F| = 6.80 eV/A

Entry 4:
The following is a DFT calculation (ωB97M-V with the def2-TZVPD basis set) of a structure of composition C4H5N3.

The geometry in XYZ format:
```
12
Properties=species:S:1:pos:R:3:lowdin_charge:R:1
N -1.0372 0.6795 -1.3441 0.132
N -0.7087 -1.6483 0.4996 0.125
N 1.5131 -0.0348 -0.3638 0.075
C -0.4116 1.3947 -0.4462 -0.099
C 0.0824 -0.9556 1.2521 -0.097
C -1.0768 -0.3293 -0.2099 -0.273
C 0.2499 0.2542 0.3196 -0.374
H -2.0202 -0.0666 0.3057 0.134
H 1.5917 -1.0025 -0.6703 0.084
H 1.6730 0.5693 -1.1649 0.077
H -0.4816 2.4650 -0.2978 0.110
H 0.6259 -1.3257 2.1201 0.107
```

HOMO = -8.78 eV
DFT total energy = -8691.89806 eV
Gap between HOMO and LUMO = 9.15 eV
LUMO energy = 0.37 eV
Max |F| = 0.77 eV/A